No. 1
ORCA calculation (ωB97M-V with the def2-TZVPD basis set) on CH4CaIO as an isolated structure.

```
8
Properties=species:S:1:pos:R:3:forces:R:3
Ca 12.428082 -10.703701 11.830830 -0.1 0.6 1.2
I 12.258653 -9.442412 14.414178 0.0 -0.6 -1.3
C 13.479404 -7.939984 18.579046 0.1 -0.2 0.1
O 14.202459 -8.687192 17.602035 -0.2 0.1 0.0
H 12.964706 -7.071726 18.162405 0.0 0.0 -0.1
H 12.752531 -8.562660 19.110632 0.0 0.0 -0.1
H 14.218181 -7.592906 19.293798 0.0 0.1 0.1
H 13.603278 -8.906534 16.883716 0.0 0.0 0.1
```
Forces are in eV/Å.

charge: +1
frontier orbital gap: 5.7 eV
HOMO: -12.199 eV
lowest unoccupied orbital energy: -6.51 eV

No. 2
ORCA calculation (ωB97M-V with the def2-TZVPD basis set) on C6H10N2OS in the gas phase.

```
20
Properties=species:S:1:pos:R:3:forces:R:3
C 0.015509 1.407770 -0.828272 1.3 0.5 -1.5
C -0.921471 2.339503 -0.515608 2.7 0.0 -1.6
C 1.052294 2.304713 -1.598133 -2.0 -0.5 2.4
C 0.188056 -2.212305 0.628154 0.4 1.4 -1.1
C 0.202790 -0.069244 -0.768610 0.7 -0.6 -0.1
C 0.021166 -0.710011 0.693739 -2.5 1.0 -2.0
N -2.598101 3.228239 0.606561 -5.5 1.8 4.0
N -1.971310 2.277532 0.226809 1.5 -1.8 -1.2
O 2.273439 2.405979 -0.957988 -0.1 0.0 2.3
S -0.074064 3.798724 -1.397919 -0.8 -1.3 0.7
H 1.187136 1.987820 -2.591330 0.4 0.0 -1.4
H -0.161268 -2.512476 -0.350759 0.1 -0.5 -0.2
H -0.388972 -2.684371 1.352010 -0.8 -1.0 1.4
H 1.235298 -2.416655 0.761443 0.4 -0.6 -0.1
H 1.265340 -0.122778 -1.302618 -1.9 -0.9 1.5
H -0.528731 -0.682499 -1.380033 0.7 1.0 0.2
H -1.061765 -0.385307 1.051436 2.2 -0.7 -0.7
H 0.721802 -0.271415 1.326055 1.1 0.8 1.3
H -3.473337 2.926221 1.206951 1.7 1.3 -1.6
H 2.066312 2.440425 0.049904 0.6 0.0 -2.5
```
Forces are in eV/Å.

charge: 0
frontier orbital gap (alpha / beta): 7.9 / 6.2 eV
spin multiplicity: 3
HOMO (alpha / beta): -7.042 / -8.283 eV
<S²>: 2.04
lowest unoccupied orbital energy (alpha / beta): 0.84 / -2.05 eV

Max |F| (computed, eV/Å): 1.39, 7.05